(1)
27
Properties=species:S:1:pos:R:3 method="wB97M-V/def2-TZVPD" smiles=[PH4]S.ClCCl.ClCCl.ClCCl.ClCCl lumo_ev=0.20 charge=0 homo_lumo_gap_ev=9.16 homo_ev=-8.97 spin_multiplicity=1 largest_force_ev_per_a=0.960 molar_mass_g_mol=407.81
P -2.73 -0.07 -3.02
S -0.50 -0.31 -3.17
H -2.95 -1.23 -3.77
H -2.69 -0.09 -1.62
H -2.52 1.13 -3.70
H -4.16 0.19 -2.97
H -0.12 -1.14 -2.22
Cl 1.98 -0.24 -0.13
C 0.92 1.16 0.09
Cl 0.55 1.47 1.80
H 1.42 2.02 -0.32
H 0.00 0.97 -0.44
Cl -0.58 -4.23 2.11
C -0.30 -2.86 1.02
Cl -0.12 -3.37 -0.66
H -1.16 -2.20 1.09
H 0.60 -2.36 1.33
Cl -0.66 -0.62 3.86
C -1.13 -1.68 5.20
Cl 0.27 -2.33 6.06
H -1.73 -1.10 5.90
H -1.70 -2.51 4.80
Cl 1.79 3.69 -2.20
C 3.54 3.86 -2.37
Cl 4.31 4.39 -0.88
H 3.94 2.89 -2.64
H 3.73 4.59 -3.14

***

(2)
20
Properties=species:S:1:pos:R:3 method="wB97M-V/def2-TZVPD" e_above_lowest_ev=2.736 lumo_ev=-0.55 charge=0 homo_lumo_gap_ev=7.78 homo_ev=-8.33 spin_multiplicity=1 largest_force_ev_per_a=3.985 molar_mass_g_mol=136.32
C 1.03 -2.55 -0.56
C -2.09 -1.17 -1.07
C -0.85 2.84 -0.31
C 1.84 0.94 -0.20
F 0.06 1.76 1.99
Si -0.97 -0.71 0.42
Si 0.04 1.28 0.32
H 0.68 -2.76 -1.51
H 2.10 -2.17 -0.56
H 0.90 -3.48 0.11
H -2.73 -1.85 -0.62
H -2.51 -0.30 -1.62
H -1.47 -1.78 -1.81
H -1.20 2.58 -1.28
H -1.49 3.22 0.43
H -0.17 3.66 -0.51
H 2.22 0.00 -0.24
H 1.90 1.08 -1.32
H 2.58 1.61 0.28
H -1.91 -0.84 1.54

***

(3)
18
Properties=species:S:1:pos:R:3 method="wB97M-V/def2-TZVPD" smiles=CNC.CC e_above_lowest_ev=0.586 lumo_ev=1.12 charge=0 homo_lumo_gap_ev=9.88 homo_ev=-8.76 spin_multiplicity=1 largest_force_ev_per_a=2.196 molar_mass_g_mol=75.16
C 2.50 -0.20 0.02
N 1.94 0.67 1.02
C 1.34 1.94 0.56
H 1.70 -0.50 -0.67
H 3.17 0.33 -0.68
H 2.99 -1.09 0.41
H 2.65 0.98 1.68
H 1.98 2.70 0.11
H 0.85 2.34 1.44
H 0.59 1.64 -0.18
C -2.62 -1.69 -0.91
C -2.28 -0.52 -0.01
H -2.69 -2.68 -0.48
H -1.81 -1.76 -1.65
H -3.50 -1.54 -1.55
H -1.39 -0.58 0.61
H -2.39 0.44 -0.52
H -3.03 -0.47 0.79

***

(4)
19
Properties=species:S:1:pos:R:3 method="wB97M-V/def2-TZVPD" e_above_lowest_ev=2.235 lumo_ev="1.00 / 0.72" charge=0 s_squared=0.75 homo_lumo_gap_ev="3.99 / 9.96" homo_ev="-2.98 / -9.24" spin_multiplicity=2 largest_force_ev_per_a=1.446 molar_mass_g_mol=89.16
C 1.47 -0.02 0.10
N 1.06 0.66 -1.10
C 0.35 1.92 -1.05
C 0.56 -1.15 0.59
N -0.85 -1.04 0.03
C -1.88 -0.70 1.05
H 2.46 -0.47 -0.03
H 1.55 0.73 0.89
H 1.68 0.57 -1.89
H 0.63 2.55 -0.19
H 0.58 2.50 -1.92
H -0.72 1.78 -1.05
H 0.88 -2.13 0.24
H 0.47 -1.18 1.67
H -1.12 -1.92 -0.53
H -0.79 -0.30 -0.64
H -1.82 -1.39 1.88
H -1.67 0.31 1.40
H -2.85 -0.73 0.55

***

(5)
19
Properties=species:S:1:pos:R:3 method="wB97M-V/def2-TZVPD" smiles=CNCC[NH2+]C e_above_lowest_ev=1.713 lumo_ev=-3.13 charge=+1 homo_lumo_gap_ev=9.91 homo_ev=-13.05 spin_multiplicity=1 largest_force_ev_per_a=2.002 molar_mass_g_mol=89.16
C -1.87 1.21 0.90
N -1.72 0.13 -0.12
C -0.95 -1.04 0.24
C 0.34 -1.09 -0.57
N 1.15 0.09 -0.14
C 2.50 0.31 -0.78
H -1.57 0.77 1.87
H -2.92 1.50 0.93
H -1.21 2.07 0.85
H -2.60 0.03 -0.59
H -0.63 -1.04 1.29
H -1.57 -1.94 0.12
H 0.77 -2.08 -0.38
H 0.28 -0.96 -1.65
H 1.20 0.13 0.88
H 0.46 0.84 -0.31
H 3.19 -0.14 -0.06
H 2.61 1.39 -0.73
H 2.54 -0.19 -1.74

***

(6)
19
Properties=species:S:1:pos:R:3 method="wB97M-V/def2-TZVPD" smiles=CNCC[NH2+]C e_above_lowest_ev=3.346 lumo_ev=-3.12 charge=+1 homo_lumo_gap_ev=10.29 homo_ev=-13.41 spin_multiplicity=1 largest_force_ev_per_a=4.913 molar_mass_g_mol=89.16
C -0.69 0.17 -2.26
N -0.40 1.00 -1.02
C -1.08 0.91 0.29
C -0.56 -0.50 0.66
N 0.90 -0.51 0.55
C 1.65 -0.72 1.84
H 0.05 -0.45 -2.75
H -1.52 -0.60 -1.97
H -1.00 0.79 -3.02
H -0.35 1.96 -1.35
H -2.11 0.98 -0.01
H -0.84 1.77 1.11
H -1.20 -1.21 0.02
H -0.97 -0.70 1.58
H 1.37 -1.18 -0.15
H 1.10 0.46 -0.04
H 1.43 -1.73 2.32
H 2.78 -0.55 1.59
H 1.46 0.11 2.62

***

(7)
20
Properties=species:S:1:pos:R:3 method="wB97M-V/def2-TZVPD" e_above_lowest_ev=3.004 lumo_ev="0.45 / 0.40" charge=0 s_squared=0.75 homo_lumo_gap_ev="3.50 / 7.72" homo_ev="-3.04 / -7.31" spin_multiplicity=2 largest_force_ev_per_a=1.335 molar_mass_g_mol=105.16
C -0.22 -2.52 0.10
C 1.15 -2.43 -0.07
O 1.94 -1.59 0.77
H -0.79 -3.29 -0.41
H -0.77 -1.86 0.77
H 1.72 -3.08 -0.72
H 2.46 -2.14 1.38
N 0.49 0.16 -0.52
C -0.62 1.10 -0.81
C -0.77 2.08 0.34
N -1.90 2.95 0.03
H 1.37 0.66 -0.41
H 0.35 -0.35 0.36
H 0.63 -0.58 -1.23
H -0.39 1.62 -1.73
H -1.52 0.49 -0.94
H -0.95 1.52 1.26
H 0.12 2.66 0.42
H -2.74 2.52 0.40
H -1.80 3.82 0.54

***

(8)
20
Properties=species:S:1:pos:R:3 method="wB97M-V/def2-TZVPD" e_above_lowest_ev=1.554 lumo_ev="0.92 / -1.12" charge=0 s_squared=0.75 homo_lumo_gap_ev="10.51 / 8.38" homo_ev="-9.59 / -9.50" spin_multiplicity=2 largest_force_ev_per_a=3.952 molar_mass_g_mol=105.16
C -2.36 0.38 -0.52
C -1.97 0.54 0.92
C -0.30 0.21 1.01
N 2.62 -0.32 0.20
C 1.75 0.89 -0.16
N 0.35 0.51 -0.24
H -2.44 -0.58 -0.91
H -1.64 0.91 -1.23
H -3.31 0.91 -0.69
H -1.90 1.65 1.17
H -2.53 0.03 1.74
H 0.12 0.84 1.81
H -0.10 -0.88 1.28
H 2.78 -0.95 -0.58
H 1.99 1.67 0.57
H 2.15 1.19 -1.17
H -0.05 -0.88 -0.72
H 3.41 -0.04 0.79
H 0.21 -2.44 -1.52
O -0.27 -1.86 -0.97

***

(9)
20
Properties=species:S:1:pos:R:3 method="wB97M-V/def2-TZVPD" e_above_lowest_ev=1.645 lumo_ev=-2.87 charge=+1 homo_lumo_gap_ev=10.99 homo_ev=-13.86 spin_multiplicity=1 largest_force_ev_per_a=1.571 molar_mass_g_mol=105.16
C 1.29 -1.01 0.86
C 0.34 -1.46 -0.24
C 0.15 -0.61 -1.51
C -0.81 1.50 -1.97
N -0.01 0.81 -1.28
N 1.05 0.43 1.23
H 2.36 -1.03 0.66
H 1.05 -1.59 1.74
H 0.70 -2.41 -0.62
H -0.63 -1.63 0.20
H 1.06 -0.63 -2.11
H -0.59 -1.01 -2.19
H -1.41 1.05 -2.78
H -0.99 2.55 -1.87
H 1.71 0.85 1.89
H 1.00 1.03 0.39
H 0.11 0.49 1.62
H -2.30 0.12 2.12
H -2.31 1.64 1.77
O -1.76 0.92 2.08

***

(10)
20
Properties=species:S:1:pos:R:3 method="wB97M-V/def2-TZVPD" e_above_lowest_ev=1.360 lumo_ev=-3.08 charge=+1 homo_lumo_gap_ev=11.08 homo_ev=-14.16 spin_multiplicity=1 largest_force_ev_per_a=0.535 molar_mass_g_mol=105.16
C -1.61 -1.20 0.40
C -0.31 -1.81 -0.08
C -0.13 -3.22 0.48
N -1.85 0.15 -0.24
H -2.48 -1.82 0.19
H -1.57 -1.01 1.47
H 0.52 -1.16 0.22
H -0.30 -1.84 -1.17
H -0.11 -3.23 1.56
H -0.95 -3.86 0.14
H 0.80 -3.66 0.13
H -1.01 0.77 -0.14
H -2.04 0.04 -1.24
H -2.64 0.61 0.20
C 1.43 1.81 -0.44
N 2.42 2.70 0.03
O 0.28 1.91 -0.10
H 1.74 1.02 -1.15
H 3.26 2.16 0.25
H 2.71 3.30 -0.74